Arrangement a

One molecule with the formula C4H6N4, computed with ωB97M-V with the def2-TZVPD basis set.

Charge: 0
Highest occupied orbital energy (alpha / beta): -7.240 / -7.002 eV
HOMO-LUMO gap (alpha / beta): 7.3 / 6.9 eV

Each line ends with the Löwdin charge.
Atoms and positions in Å:
C1 0.43045 -1.87887 0.32966  -0.207
C2 -0.65507 -1.06270 0.33401  -0.054
C3 2.49473 0.47195 0.22839  -0.212
C4 -1.40840 -0.00775 0.40802  -0.219
N1 1.61175 -1.70088 -0.36943  -0.057
N2 -2.31706 0.18489 -0.68457  0.018
N3 2.32284 -0.59815 -0.52909  -0.044
N4 2.37578 1.67887 0.29820  0.114
H1 0.23857 -2.95902 0.62513  0.104
H2 -1.38740 0.53707 1.29230  0.084
H3 -2.10262 -0.46395 -1.43387  0.089
H4 3.13134 -0.72824 -1.25054  0.205
H5 -3.04544 0.82717 -0.37152  0.081
H6 2.77409 2.14051 1.18373  0.098

---

Arrangement b

One molecule with the formula C4H6N4, computed with ωB97M-V with the def2-TZVPD basis set.

SMILES string: [H]/N=C1/NC(=C)/C(=N\[H])N1
Charge: 0
Highest occupied orbital energy: -8.950 eV
HOMO-LUMO gap: 9.6 eV

Each line ends with the Löwdin charge.
Atoms and positions in Å:
H1 -0.93912 1.77167 2.68324  0.026
N1 -0.65920 1.86963 1.76156  0.154
C1 -0.31723 0.93393 1.03784  -0.419
N2 0.43892 1.11778 -0.11401  0.110
C2 0.73532 -0.04433 -0.82631  -0.285
C3 1.41015 -0.26638 -1.93627  0.052
C4 -0.27440 -0.96895 -0.24976  -0.402
N3 -0.62206 -2.15060 -0.54721  0.142
H2 -0.13728 -2.54369 -1.33460  0.034
N4 -0.76322 -0.49248 0.94837  0.162
H3 0.99033 1.98336 -0.20000  0.168
H4 1.54759 -1.23692 -2.50847  0.083
H5 2.01190 0.52242 -2.48107  0.076
H6 -1.55747 -0.83275 1.34690  0.100

---

The structure with the least stability is arrangement a.

---

Arrangement a

One molecule with the formula C4H6N4, computed with ωB97M-V with the def2-TZVPD basis set.

SMILES string: [H]/N=C1\NC=C(N)\C1=N/[H]
Charge: 0
Highest occupied orbital energy: -7.873 eV
HOMO-LUMO gap: 7.5 eV

Each line ends with the Löwdin charge.
Atoms and positions in Å:
H1 -3.42485 0.14107 0.02694  0.128
N1 -2.31134 0.57956 -0.06308  0.096
C1 -1.20147 -0.17482 -0.12418  -0.412
N2 -0.82710 -1.49486 -0.08212  -0.011
C2 0.50304 -1.63335 0.17749  -0.066
C3 1.14107 -0.38085 -0.16851  -0.170
N3 2.46798 0.25532 -0.12222  0.050
C4 0.00475 0.73624 0.04143  -0.205
N4 -0.08106 2.11444 0.15039  0.124
H2 0.90256 2.33894 -0.06040  0.013
H3 -1.59157 -2.11184 0.51095  0.227
H4 1.06807 -2.48811 0.38616  0.092
H5 2.55888 1.13431 0.49475  0.123
H6 3.06320 -0.47898 -0.09662  0.012

---

Arrangement b

One molecule with the formula C4H6N4, computed with ωB97M-V with the def2-TZVPD basis set.

SMILES string: C/N=N/c1ncc[nH]1
Charge: 0
Highest occupied orbital energy: -8.952 eV
HOMO-LUMO gap: 9.5 eV

Each line ends with the Löwdin charge.
Atoms and positions in Å:
C1 3.16925 -0.06079 0.12255  -0.134
N1 1.78688 -0.48983 -0.03050  -0.084
N2 0.94777 0.39444 -0.24493  0.087
C2 -0.63250 -0.13900 -0.03434  -0.331
N3 -1.25994 -1.25691 -0.03564  0.076
C3 -2.59190 -0.95314 -0.13007  -0.166
C4 -2.70055 0.39377 0.02702  -0.157
N4 -1.45154 0.90154 0.04898  0.064
H1 3.34588 0.19526 1.19571  0.090
H2 3.54593 0.73840 -0.57443  0.083
H3 3.95196 -0.77801 -0.06716  0.053
H4 -3.37014 -1.83361 -0.14754  0.137
H5 -3.62190 1.04887 -0.24974  0.140
H6 -1.11920 1.83902 0.12009  0.143

---

Arrangement c

C4H6N4 as an isolated structure, computed with ωB97M-V with the def2-TZVPD basis set.

Charge: 0
Highest occupied orbital energy: -10.202 eV
HOMO-LUMO gap: 10.8 eV

Each line ends with the Löwdin charge.
Atoms and positions in Å:
C1 -1.60388 -0.79230 -0.28884  -0.020
C2 -0.51262 -0.13313 0.40329  -0.426
C3 -0.16892 1.22807 0.05050  -0.088
C4 1.16319 0.78201 -0.12702  -0.262
H1 -1.03612 -0.60520 -1.15874  0.070
H2 -2.50499 -0.06682 -0.32576  0.131
H3 -1.75056 -1.86640 0.04819  0.121
H4 -0.52298 -0.17848 1.48174  0.152
H5 -0.65400 1.37674 -0.95491  0.147
H6 -0.53667 1.91894 0.91028  0.173
N1 2.57071 0.81114 -0.18501  0.083
N2 2.87909 -0.58995 0.03474  -0.043
N3 1.82174 -1.37230 0.00504  0.044
N4 0.85601 -0.51233 0.10651  -0.082

---

Arrangement d

C4H6N4 as an isolated structure, computed with ωB97M-V with the def2-TZVPD basis set.

Charge: 0
Highest occupied orbital energy: -8.992 eV
HOMO-LUMO gap: 9.4 eV

Each line ends with the Löwdin charge.
Atoms and positions in Å:
C1 -1.25549 -1.14603 -0.07651  -0.132
C2 0.01414 -0.92829 0.57776  -0.273
C3 1.07467 1.16578 -0.14860  -0.074
C4 -0.17880 0.67837 0.75780  -0.244
H1 -1.66248 1.82924 0.46822  0.177
H2 -1.71974 -2.02180 -0.66199  0.137
H3 0.28137 -1.38576 1.51126  0.103
H4 2.08172 -1.62110 0.71249  0.226
H5 1.47045 2.12899 -0.24489  0.074
H6 -0.25777 1.25433 1.81094  0.173
N1 -1.15332 1.09019 -0.18830  -0.096
N2 -1.83418 -0.06712 -0.54756  0.026
N3 1.30774 -1.05661 -0.24645  -0.078
N4 1.94825 0.20457 -0.48322  -0.018

---

The structure with the least stability is arrangement d.

---

Arrangement a

One molecule with the formula C4H6N4, computed with ωB97M-V with the def2-TZVPD basis set.

SMILES string: [H]/N=N/c1cc(N)c[nH]1
Charge: 0
Highest occupied orbital energy: -7.258 eV
HOMO-LUMO gap: 7.6 eV

Each line ends with the Löwdin charge.
Atoms and positions in Å:
H1 4.17671 -0.31239 -0.13574  0.113
N1 3.13668 0.14561 0.11549  -0.006
N2 2.30904 -0.75310 -0.13986  -0.054
C1 0.89739 -0.24313 -0.17450  -0.255
C2 -0.21613 -1.04871 -0.01287  0.016
C3 -1.30344 0.00189 -0.12269  -0.439
N3 -2.56103 -0.48151 -0.12919  -0.026
C4 -0.78499 1.27190 -0.07377  -0.138
N4 0.53031 1.21859 -0.18571  0.078
H2 0.03518 -2.20573 0.09453  0.150
H3 -3.26684 0.03562 0.69623  0.174
H4 -2.59259 -1.65933 -0.12286  0.167
H5 -1.46292 2.07112 0.34862  0.144
H6 1.10264 1.95916 -0.15770  0.076

---

Arrangement b

C4H6N4 as an isolated structure, computed with ωB97M-V with the def2-TZVPD basis set.

Charge: 0
Highest occupied orbital energy: -8.869 eV
HOMO-LUMO gap: 9.8 eV

Each line ends with the Löwdin charge.
Atoms and positions in Å:
C1 1.62495 1.30200 0.24963  -0.094
C2 0.08544 1.09829 0.24264  -0.185
C3 -0.91928 -0.71550 0.42736  -0.551
C4 -0.57256 -0.02014 -0.73797  -0.061
H1 2.11727 1.71966 1.19470  0.110
H2 1.83478 1.95626 -0.50558  0.017
H3 1.88625 0.28585 -0.25934  0.113
H4 -0.37987 2.06529 0.67780  0.149
H5 0.70602 -0.57882 1.56677  0.135
H6 -1.77042 -2.67960 -1.77649  0.252
N1 -0.20912 -0.04147 1.39694  0.062
N2 -1.62365 -1.68938 0.31498  0.139
N3 -1.71238 -1.76884 -1.02441  -0.151
N4 -1.06743 -0.93359 -1.76704  0.064

---

The structure with the least stability is arrangement b.